C57H44BrFeN8PS4Se2 | wB97M-V/def2-TZVPD

Structure (XYZ):
```
118
Properties=species:S:1:pos:R:3
C 1.55 5.15 -1.09
S -0.36 -0.57 -1.26
C 0.14 -3.34 -4.67
H -0.06 4.80 6.37
S 1.55 -1.29 -3.41
H -8.60 3.07 6.04
H -3.56 -1.21 4.28
H -11.96 0.93 3.17
H -9.28 4.18 3.92
C 4.68 0.82 -2.59
N -9.96 1.53 5.80
C -2.34 0.79 -2.69
C 2.50 5.66 -2.05
C 1.48 2.41 -5.10
H 1.67 -4.34 1.15
H -1.83 0.73 -3.63
H 5.05 -0.77 -4.05
C -10.97 2.82 3.57
N 0.38 0.55 -0.62
C 2.00 1.97 6.39
S 3.74 -0.36 -1.67
Se -0.08 -0.76 3.09
H -0.80 -0.21 7.44
C -2.14 -0.59 5.74
N -0.38 6.79 -0.74
C 1.18 -0.25 -5.97
Br -11.73 3.57 2.01
C 5.00 -1.47 -1.01
H 1.54 0.11 5.44
N 1.75 2.84 0.04
C -2.87 0.09 -0.51
H 6.12 0.78 -5.63
C -1.50 -3.07 -0.70
H -0.09 -5.97 0.55
Fe 1.74 1.04 0.38
C 7.14 -3.15 -0.43
C 5.89 -3.68 -0.67
C 2.41 -4.74 -5.34
H 6.33 0.10 -0.52
H -0.74 -2.93 -4.25
C -2.02 0.07 -1.55
C -9.91 3.39 4.31
H -0.84 -4.52 -6.15
H 0.64 0.58 -7.80
C 1.40 -2.86 -4.36
C 1.60 3.32 6.59
C 1.68 1.31 -4.23
H -2.73 -0.54 0.42
C 7.34 -1.80 -0.38
C 0.87 2.15 -6.36
C -4.45 1.49 -1.66
C 0.82 0.83 -6.78
C 1.23 -5.12 -5.92
H 6.18 3.92 -2.69
H 7.13 2.89 -4.87
H -2.10 -1.53 9.03
C 6.26 -0.95 -0.62
C -10.92 0.99 5.08
C 1.59 3.88 -0.50
H 3.54 -2.88 -4.57
C 0.08 -4.33 -5.61
H -4.82 -2.61 5.91
P -1.34 0.51 4.50
C -3.22 -1.34 5.31
H -3.80 -3.12 8.11
C -3.99 0.89 -0.50
C -0.61 2.77 5.85
C 0.51 6.03 -0.70
H 2.99 1.62 6.71
H 1.58 -2.06 0.41
N 3.09 0.32 -0.50
H 0.33 2.96 -6.91
C -2.37 -1.49 7.94
H 8.31 -1.31 -0.31
C -1.72 -0.63 7.07
H 2.03 1.48 -3.18
C -3.45 -2.26 7.52
H 1.09 -1.19 -6.41
C -0.15 1.46 5.47
C 0.80 -4.01 0.58
C 1.14 1.04 5.87
N 3.01 -1.23 -2.79
C 5.25 0.25 -3.72
H -11.25 0.01 5.53
C 2.56 -3.44 -4.71
Se -2.84 1.63 3.40
C -0.24 -4.91 0.32
C 5.95 1.11 -4.62
N 0.08 -1.21 -2.74
H -4.65 0.95 0.36
C -1.40 -4.40 -0.32
C -3.92 -2.11 6.23
C -0.44 -2.19 -0.48
H -3.91 1.90 -3.67
H 1.67 3.42 -4.66
C 0.67 -2.63 0.23
H 3.26 -5.34 -5.55
H -2.19 -5.07 -0.63
H -5.44 1.97 -1.75
H 7.95 -3.86 -0.16
C -9.44 2.67 5.47
S 1.36 0.80 2.59
H -2.45 -2.77 -1.05
C 5.02 2.18 -2.23
H 3.91 -3.34 -1.37
H 5.61 -4.72 -0.76
C -3.60 1.44 -2.78
H 4.56 2.56 -1.32
H 1.07 -5.94 -6.56
C -11.46 1.55 3.90
N 3.17 6.06 -2.93
C 1.51 -0.05 -4.64
C 4.83 -2.86 -1.04
C 5.91 2.93 -3.05
C 6.46 2.34 -4.21
H -1.60 3.09 5.57
C 0.33 3.77 6.30
H 2.29 4.06 6.96
```

Calculated values
* spin multiplicity: 6
* ΔE to the lowest compared entry with this formula, charge and spin: 43.0 kcal per mole
* frontier orbital gap (alpha / beta): 0.1523 / 0.2262 Eh
* highest occupied orbital energy (alpha / beta): -2.243 / -4.255 eV
* total charge: -1

C57H46AsCrNO4STe | wB97M-V/def2-TZVPD

Structure (XYZ):
```
112
Properties=species:S:1:pos:R:3
C -0.34 -0.76 -3.34
H -1.82 -4.95 -1.39
C 1.45 -5.26 -1.68
H -1.43 7.41 2.71
H -0.40 0.82 2.32
C 4.40 -3.67 0.38
H 7.09 1.99 -0.67
H 6.10 5.25 -1.74
N 0.99 2.01 0.34
C -1.53 6.58 3.39
H 6.54 5.35 -0.03
H -0.40 3.53 0.92
H 2.69 -7.01 -1.81
H -5.84 -2.36 2.02
C -2.41 -5.37 0.63
H 4.29 -4.61 -0.15
H -3.98 -1.83 -4.10
C 1.92 2.90 0.21
C 5.86 -0.25 -0.26
C 6.47 4.68 -0.89
C 4.67 -1.25 1.71
C 1.98 -4.92 -4.38
H -9.14 -4.40 -2.37
C -1.97 4.24 3.77
H 4.78 -0.31 2.23
C 1.15 7.08 0.77
C 4.21 3.69 -0.35
H -6.25 -0.36 -1.74
H 0.99 8.15 0.90
H 0.75 -3.18 -4.25
H 3.17 -6.70 -4.21
C -5.63 -0.68 -0.91
C -2.23 -5.05 1.97
H -3.09 -6.16 0.34
C 1.17 -4.01 -3.72
H 0.47 7.06 -1.27
C 1.61 4.36 0.43
C -1.39 6.78 4.76
S -7.86 -1.97 0.03
C 0.90 -4.18 -2.36
Cr 1.14 0.01 -0.12
C 6.04 2.19 -0.55
H -1.40 5.85 6.70
C -9.02 -4.05 -1.35
O 1.50 -1.89 -0.81
C 1.64 6.32 1.82
C -2.05 -0.51 0.15
C 1.09 5.12 -0.61
H -2.70 -2.99 -2.35
H 0.02 -2.53 1.63
C -0.66 -3.33 1.36
C 1.88 4.96 1.65
As 0.14 -2.72 -1.34
H 0.67 -0.46 -3.11
C -1.83 5.31 2.89
H 3.38 -4.36 2.13
C -3.47 -0.77 0.17
H 7.48 4.33 -1.13
C -1.71 -4.68 -0.35
C -1.81 4.43 5.14
C -2.23 -2.20 -2.92
H 3.65 -2.21 3.34
C -6.18 -1.42 0.12
H 3.84 4.71 -0.34
H -1.20 -3.80 3.38
H 5.46 -2.71 -1.23
C 3.89 -3.53 1.66
C -0.85 -0.34 0.03
H 2.27 4.37 2.47
C -0.85 -3.65 0.02
C -7.75 -3.25 -1.23
H -3.83 0.20 -1.70
C -1.07 -0.10 -4.33
H 2.19 -4.79 -5.44
C 5.56 3.50 -0.59
H -1.10 2.07 0.25
O 6.96 -0.42 -0.74
C 5.06 -2.61 -0.23
C 2.53 -6.00 -3.70
C 5.21 1.10 -0.33
C 3.81 1.29 -0.22
H 0.87 4.63 -1.56
C 2.26 -6.17 -2.34
H -3.43 -1.77 2.07
H -2.94 0.02 -5.37
H 1.85 6.78 2.78
H -9.89 -3.47 -1.03
C 0.86 6.48 -0.44
C -1.35 -4.04 2.33
H -0.62 0.72 -4.87
H 0.21 2.34 3.00
C -4.28 -0.36 -0.89
C -4.05 -1.47 1.23
C -1.52 5.70 5.63
C -0.51 1.90 2.31
H -1.95 5.17 1.83
H 1.25 -5.39 -0.62
C -0.32 2.45 0.89
C -2.96 -1.53 -3.90
C 5.18 -1.39 0.43
H -8.93 -4.92 -0.69
C 4.04 -2.32 2.33
C -5.40 -1.80 1.21
Te -2.47 2.32 3.04
C -0.93 -1.80 -2.64
H -1.91 3.60 5.82
C -2.37 -0.49 -4.60
H -1.17 7.77 5.15
H -2.77 -5.60 2.73
C 3.32 2.63 -0.14
O -6.77 -3.45 -1.90
O 3.02 0.28 -0.22
```

Calculated values
* spin multiplicity: 5
* ΔE to the lowest compared entry with this formula, charge and spin: 0.0 kcal per mole
* frontier orbital gap (alpha / beta): 0.2765 / 0.2902 Eh
* highest occupied orbital energy (alpha / beta): -7.216 / -7.688 eV
* total charge: 0